195
Properties=species:S:1:pos:R:3:forces:R:3:mulliken_charge:R:1 method="wB97M-V/def2-TZVPD" largest_force_ev_per_a=4.61 e_homo_ev=-10.19 total_energy_ev=-262828.7379 total_charge=0 gap_ev=10.0161 molar_mass_da=1614.09 e_lumo_ev=-0.173
S 4.8531 -0.2251 6.8507 1.83 -3.48 -0.64 1.14
S -2.8513 -0.6638 4.2043 1.10 -0.41 1.19 1.16
S 1.8093 3.8541 -4.9100 1.07 1.30 0.65 1.08
S 3.7773 -3.1920 2.7770 -0.33 0.03 -1.95 0.89
S -5.1295 3.2852 -3.6905 -1.29 1.15 1.27 1.25
S -3.9480 4.7230 2.2497 1.90 -2.96 0.47 1.12
S -3.3924 -4.3027 1.7107 -1.52 0.47 1.14 0.73
S 3.8203 -3.7411 -3.2106 3.51 -0.81 -0.74 1.03
S -0.1334 -4.2290 -5.0589 -0.12 -3.36 1.96 1.24
S -1.2641 0.2249 -0.9265 1.47 -0.40 -1.70 -0.28
S 2.7961 4.9660 5.0166 -1.14 1.79 1.32 1.00
S 4.8834 2.8508 0.6068 0.64 -0.25 -1.88 0.93
S -5.4849 -1.2758 -4.1611 0.04 -0.23 0.39 0.69
O -2.3673 1.1541 -0.6868 1.82 -1.82 0.11 0.34
O -2.3016 4.5011 2.4615 -1.21 0.96 -0.25 -0.32
O 3.2546 4.0165 -4.4916 -3.93 -0.54 -1.50 -0.58
O 2.7725 3.9577 3.9635 0.19 1.20 0.94 -0.21
O 0.6929 -3.1114 -5.3943 -0.57 -0.18 0.16 -0.57
O -0.5396 -0.1472 0.4765 -1.50 0.50 0.13 1.00
O 6.0507 0.5764 6.0201 -0.11 -2.78 0.38 -0.42
O 3.3321 -4.5667 1.9170 1.16 0.98 1.37 -0.48
O -5.3631 -0.1931 -3.1361 -0.19 -3.19 -2.47 0.03
O 5.3958 -1.4651 7.5019 -1.04 3.94 -2.17 -0.64
O 4.8349 -4.7831 -2.9600 -1.97 2.30 -0.30 -0.70
O -4.0033 -4.5545 3.0314 1.08 0.38 -2.90 -0.68
O -0.2046 0.5859 -1.8813 -1.46 0.02 1.32 -0.01
O -4.4367 -2.3066 -4.3985 -2.41 2.01 1.35 -0.56
O 0.9077 3.7741 -3.5271 -0.22 1.05 -3.22 -0.39
O -6.6049 3.1323 -3.8246 3.59 -0.06 -0.34 -0.66
O 2.2361 6.3398 4.7784 1.64 -4.04 0.70 -0.66
O 2.5716 -2.3592 2.9247 1.61 -1.36 0.50 -0.25
O -4.2327 5.1794 0.8866 0.17 -0.34 2.37 -0.59
O 3.7823 2.6609 -0.3205 0.60 0.02 0.96 -0.41
O -3.2560 -1.3103 5.4683 -0.06 1.46 -2.65 -0.69
O -3.6893 -1.2578 2.9411 0.06 1.21 2.29 -0.44
O 4.2209 0.7753 7.6162 -0.90 0.96 1.10 -0.58
O -2.4006 -3.2381 1.5947 -1.03 -2.08 -0.50 -0.10
O 4.5758 -2.3084 -2.8354 -0.47 -1.80 0.09 -0.47
O 4.6401 -3.6069 3.8830 -1.93 0.63 -1.97 -0.62
O 2.5377 -3.8628 -2.6068 -0.58 0.48 0.57 -0.25
O -4.5575 -3.9126 0.5645 1.40 -0.49 1.10 0.01
O -7.0019 -2.1047 -3.9342 4.05 -0.47 -1.08 -0.38
O -4.4970 4.5908 -3.9151 -0.88 -2.24 -0.54 -0.63
O -4.4479 3.4172 2.7397 -0.30 2.64 -1.21 -0.55
O 2.0759 4.3527 6.3821 -0.22 0.85 -2.41 -0.45
O -4.4081 2.0831 -4.5589 -2.10 1.14 1.14 -0.25
O -2.7392 0.8102 4.0996 -0.37 -2.96 0.10 -0.49
O 1.1162 4.8382 -5.7548 1.56 -1.96 1.50 -0.63
O 6.2566 3.0652 -0.3552 -1.16 -0.23 2.30 -0.35
O 0.4875 -5.6068 -4.9350 -1.95 4.12 -0.23 -0.66
O 5.1867 1.8174 1.5883 -0.17 1.78 -1.19 -0.47
O -1.0117 -3.8015 -3.6610 1.64 -0.76 -0.99 -0.07
C -4.6965 2.8604 -1.9920 -0.21 -0.47 -0.27 -0.09
C 1.5532 3.4754 -2.3530 1.36 -1.96 1.86 -0.02
C 7.3691 2.8938 -2.4327 -0.90 1.01 -0.02 -1.32
C -3.0891 2.1656 -4.9992 2.20 -0.96 -0.61 -0.82
C -5.7664 -4.6773 0.6335 -1.94 -0.63 -0.77 -0.41
C 6.8823 2.4196 4.6168 -0.04 -0.49 -0.07 -1.07
C 1.8656 0.1047 0.6538 -0.88 -0.52 0.60 0.22
C 4.7742 -2.3362 1.4504 0.19 -0.95 1.83 -0.29
C 3.6411 -3.5656 -4.9883 0.34 0.15 0.56 -1.03
C -3.8034 -0.4461 1.7749 -0.94 0.71 -1.17 2.66
C 0.9587 -5.0701 1.5442 1.25 0.69 -0.35 -0.28
C 0.6615 3.6933 -1.1771 -0.79 1.49 -0.58 -0.64
C -8.0552 -1.3038 -1.9067 0.50 1.01 0.01 -0.73
C -6.4348 -4.8625 -0.8038 1.20 0.47 1.14 -0.92
C 1.4867 2.1552 -5.5481 0.10 1.04 0.82 -0.12
C -5.2049 0.1113 1.4972 -0.15 -1.64 0.43 -1.57
C 2.2802 2.9390 6.5952 0.12 -1.12 0.16 0.63
C 4.6308 0.0182 -2.2357 -0.60 0.56 -0.34 -0.36
C 4.4787 5.0890 5.7728 -0.87 0.78 -1.35 -0.65
C 0.6926 -0.8828 0.4747 1.90 0.77 -1.31 -0.35
C -1.2141 -1.4290 3.8346 -0.80 1.68 0.10 -0.24
C 3.8072 -1.0888 -2.8602 -0.64 -0.39 0.64 0.31
C -0.2786 -5.4547 -1.8670 0.81 0.44 -0.77 -0.73
C -1.6340 3.4116 1.7639 0.11 -0.64 0.66 0.77
C -2.8292 -5.9162 1.0559 0.83 1.09 0.69 -0.84
C -5.8120 -0.5856 -5.7965 -0.16 0.38 0.63 -0.95
C -2.4310 0.7176 -4.8561 -1.22 1.47 -0.50 -0.59
C -0.4133 2.9078 2.6125 -0.46 0.99 -1.23 -0.35
C -4.1709 5.9315 3.6291 0.23 -0.48 -0.77 -0.96
C 3.7518 -0.7817 5.5022 0.26 0.10 0.05 -0.65
C 5.8411 1.8932 5.5895 -0.43 1.66 0.56 0.64
C -1.3997 -4.8433 -2.7577 0.51 -1.53 1.33 -0.70
C 0.9700 2.1270 6.6865 0.12 1.36 0.20 -1.16
C -1.5873 -4.3228 -6.0720 0.25 -0.57 -0.46 -1.01
C 6.1296 3.5225 -1.7033 -0.35 -2.81 -1.16 0.51
C -1.7830 -1.4548 -1.4343 -0.78 0.51 1.20 -0.23
C 4.8251 4.5410 1.2325 0.36 -1.31 0.35 -0.92
C -8.0628 -1.3794 -3.4406 -1.78 0.80 1.67 -0.24
C 2.2825 -4.5022 0.9553 -1.29 0.20 -0.45 0.42
H 5.1153 5.2791 4.9087 0.31 -0.29 0.13 0.24
H 0.8106 -1.3709 -0.4927 -0.10 -0.14 -0.11 -0.35
H 1.7356 0.5605 1.6353 0.12 0.20 0.05 0.17
H 4.3700 -1.0760 4.6541 0.04 0.00 0.27 0.05
H 2.9472 -1.2110 -2.2016 -0.28 -0.18 -0.07 -0.21
H 3.8933 4.7377 1.7626 0.02 -0.09 -0.18 0.19
H 6.4944 3.3213 4.1430 -0.16 0.01 0.05 0.04
H -5.6224 -5.6610 1.0804 0.39 -0.05 -0.07 0.37
H 0.2073 3.7860 2.7906 0.14 -0.08 0.25 0.35
H -5.9412 -1.3748 -6.5371 -0.22 -0.11 0.43 0.41
H 5.7908 4.5489 -1.8437 1.06 0.43 0.32 0.37
H -6.4697 -4.1942 1.3118 0.12 0.34 -0.08 0.34
H 0.2826 -4.6575 -1.3795 -0.24 0.03 0.32 -0.22
H -2.3230 0.4014 -3.8186 0.23 0.33 -0.06 -0.09
H -3.1138 2.5101 -6.0330 0.04 -0.42 -0.31 0.30
H 3.1580 -1.6367 5.8255 0.39 -0.04 0.30 0.57
H -1.3174 3.7891 0.7916 0.30 0.10 0.14 0.31
H 1.8830 0.8954 -0.0963 0.15 -0.28 -0.09 -0.43
H -1.9987 -6.1412 1.7251 -0.02 -0.17 0.15 0.40
H 2.8647 2.9577 7.5151 -0.20 -0.68 0.05 0.37
H 5.0093 -1.3557 1.8644 -0.41 0.22 -0.30 0.07
H 5.2920 2.9752 -2.1359 -0.26 -0.02 -0.05 -0.30
H -6.6914 0.0386 -5.6379 -0.04 -0.01 -0.39 0.28
H -8.9749 -0.8790 -1.5042 -0.15 0.01 -0.26 0.46
H -3.5873 -1.1972 1.0151 0.15 0.44 -0.33 -0.65
H 7.0506 1.6992 3.8162 0.26 0.05 0.05 0.32
H -3.1754 0.4403 1.6865 0.81 -0.57 0.59 -0.97
H 0.8027 -1.6566 1.2345 -1.00 0.21 0.32 0.24
H 5.6731 4.5260 1.9171 0.00 0.53 0.00 0.34
H -7.2516 -0.6441 -1.5795 0.07 -0.15 0.16 0.03
H -1.1425 -2.4921 4.0645 -0.38 0.27 -0.08 0.32
H 2.0727 1.5241 -4.8801 0.01 -0.17 -0.29 -0.03
H -8.1307 -0.4324 -3.9762 -0.09 0.38 0.46 0.26
H -5.0249 1.8443 -1.7732 -0.07 0.07 -0.19 -0.12
H 0.3378 2.7503 7.3189 -0.40 -0.51 0.22 0.45
H 0.4529 2.0149 5.7336 0.23 0.23 -0.18 0.06
H 7.7976 2.7111 5.1318 0.11 -0.35 -0.14 0.41
H 1.1015 1.1226 7.0888 0.27 0.24 0.27 0.34
H 2.9360 -2.7668 -5.2181 -0.05 -0.33 0.08 0.16
H 3.0309 -0.0312 5.1779 0.34 0.40 0.22 0.11
H -1.9137 -5.6894 -3.2138 -0.03 0.20 -0.74 0.46
H 4.7347 4.1908 6.3347 -0.20 0.16 -0.24 0.00
H 7.3549 1.8043 -2.4617 -0.35 -0.02 0.79 0.29
H -7.9292 -2.2797 -1.4380 0.06 -0.09 -0.30 0.13
H -0.5864 -0.8112 4.4769 0.33 -0.30 0.04 0.47
H -5.2408 5.9523 3.8367 0.12 -0.04 -0.05 0.37
H 2.7857 -0.4760 0.7201 0.14 0.20 -0.29 -0.27
H -9.0009 -1.9019 -3.6276 0.24 -0.42 -0.85 0.35
H 4.2402 -2.3591 0.5004 0.04 0.11 0.24 -0.21
H -1.4956 0.6897 -5.4150 0.06 -0.05 0.24 0.59
H -5.8841 -0.7242 1.6668 -0.32 -0.11 -0.20 0.47
H -3.7777 6.9297 3.4369 -0.08 -0.20 -0.46 0.35
H 2.8680 2.4773 5.8019 0.26 0.43 0.01 -0.30
H 5.0056 5.1498 0.3465 -0.15 0.10 0.28 0.41
H -2.0906 -3.3566 -6.1076 0.25 -0.07 -0.07 0.19
H 7.2512 3.1056 -3.4954 0.53 0.67 -0.03 0.40
H 1.7302 2.4006 -2.3146 0.64 -0.27 -0.38 -0.12
H 3.4144 -1.0057 -3.8735 0.25 0.77 -0.09 0.46
H -0.6104 -6.2176 -1.1626 -0.63 0.42 0.21 0.59
H 5.9126 2.5069 6.4875 -0.29 0.19 0.09 0.25
H -0.3716 3.4642 -1.4385 0.05 -0.65 0.17 -0.15
H 5.7246 -2.8696 1.4321 -0.16 -0.20 -0.35 0.60
H -3.6232 2.9184 -1.8114 -0.08 0.18 -0.31 -0.26
H 0.7617 -4.4347 2.4077 -0.56 -0.09 -0.05 0.17
H -2.1312 -4.4315 -2.0625 -0.06 0.59 -0.31 0.35
H 0.1993 -5.0147 0.7642 -0.17 0.19 0.32 -0.28
H 2.1440 -3.4910 0.5728 -0.30 0.55 0.70 -0.54
H 0.5030 -6.0108 -2.3846 -0.19 0.22 -0.70 0.40
H 4.8476 2.0395 5.1657 -0.13 -0.27 -0.11 -0.20
H 2.5533 -4.9256 -0.0119 0.62 -1.02 0.44 0.52
H -7.5085 -5.0504 -0.8017 0.05 -0.01 0.58 0.40
H 0.6245 4.7778 -1.0746 0.06 0.12 0.95 0.72
H -3.5802 -6.7005 1.1512 -0.07 0.39 -0.19 0.49
H -2.3242 2.5974 1.5430 -0.19 0.04 0.34 -0.61
H 5.5187 0.2973 -2.8030 0.22 -0.38 0.36 0.41
H -2.1992 -1.8427 -0.5045 -0.13 -0.26 -0.03 -0.01
H -3.1232 0.0125 -5.3164 0.22 -0.09 -0.09 0.03
H -5.1943 0.3033 0.4243 -0.29 0.52 0.06 0.15
H -2.3775 -5.7727 0.0743 -0.50 -0.02 -0.07 -0.09
H -5.5882 0.9137 2.1275 0.63 0.29 -0.23 0.24
H 1.0402 -6.1036 1.8808 0.28 0.02 -0.09 0.43
H 4.4882 6.0023 6.3677 -0.21 -0.25 0.18 0.40
H -2.5811 -1.4570 -2.1767 0.22 0.34 -0.15 0.18
H 0.1592 2.2575 1.9511 0.04 -0.10 -0.05 -0.35
H 1.7189 2.0532 -6.6082 0.24 0.20 0.24 0.48
H -1.2665 -4.7225 -7.0340 0.02 0.44 -0.19 0.47
H 4.7532 -0.1858 -1.1720 0.81 -0.43 -0.13 -0.01
H 0.4239 1.9934 -5.3678 0.09 0.06 -0.05 -0.19
H 3.3083 -4.5440 -5.3348 -0.15 0.18 -0.07 0.41
H -0.9470 -2.0918 -1.7233 0.13 0.54 -0.15 -0.15
H -6.2890 -3.9327 -1.3536 0.15 -0.15 -0.21 -0.02
H -5.2240 3.5577 -1.3411 0.04 0.12 -0.20 0.52
H 4.0478 0.9337 -2.1356 -0.40 0.06 -0.53 -0.27
H -4.9853 0.0498 -6.1144 -0.04 -0.03 0.39 0.29
H -1.0132 -1.1626 2.7969 0.11 -0.29 0.02 -0.56
H 1.0333 3.1359 -0.3173 -0.17 0.35 0.05 0.09
H -0.5796 2.3656 3.5433 -0.64 0.22 -0.16 0.09
H 4.6242 -3.3202 -5.3900 0.00 -0.17 0.12 0.40
H -2.2575 -5.0835 -5.6717 0.13 0.15 0.37 0.35
H 8.3056 3.2131 -1.9754 0.01 0.16 -0.42 0.35
H -5.9688 -5.7082 -1.3094 0.13 0.22 -0.19 0.34
H 2.4900 4.0210 -2.2397 -0.05 -0.11 -0.12 0.54
H -2.4610 2.9279 -4.5381 -0.31 0.00 0.73 0.60
H -3.6056 5.4985 4.4543 -0.21 -0.17 -0.12 0.30